{"formula": "C3H5NO2S", "method": "ωB97M-V/def2-TZVPD", "symbols": ["S", "O", "O", "N", "C", "C", "C", "H", "H", "H", "H", "H"], "xyz": [[-0.425, -1.747, 0.213], [-2.202, 0.608, 1.120], [-2.842, 0.722, -0.934], [-2.115, 0.493, -0.047], [-0.666, -0.232, -0.586], [0.374, -0.114, 0.418], [1.823, -0.026, 0.089], [-0.681, -0.109, -1.746], [2.126, 1.188, 0.096], [2.002, -0.412, -0.876], [0.184, 0.142, 1.435], [2.420, -0.512, 0.819]], "homo_lumo_gap_ev": 9.97, "multiplicity": 1, "e_lumo_ev": 0.6, "e_homo_ev": -9.328, "smiles": "C[C@@H]1S[C@H]1[N+](=O)[O-]"}